No. 1
A cluster of 2 separate species, C3H7OS in total, computed with wB97M-V/def2-TZVPD.

The calculation puts the molecular weight at 91.15 g mol⁻¹. As for the frontier orbital gap: 7.1 eV. Its calculated total energy is -591.94810 hartree. The value obtained for the LUMO energy is 4.17 eV. As for the HOMO energy: -2.88 eV. The value obtained for the energy above the lowest of the compared OMol25 structures with the same formula, charge and spin is 0.549 eV.

Structure (ORCA input):
```
! wB97M-V def2-TZVPD RIJCOSX def2/J DEFGRID3
* xyz -1 1
C 1.752 -1.483 -0.269
S 1.132 -0.242 -1.473
H 1.953 -1.022 0.699
H 1.016 -2.277 -0.123
H 2.678 -1.941 -0.623
C -1.838 1.057 2.211
C -1.075 0.719 1.166
O -1.529 0.554 -0.079
H -1.389 1.175 3.188
H -2.904 1.218 2.106
H -0.008 0.547 1.287
H -0.735 0.246 -0.624
*
```

natural (NBO) population analysis, charges in e, atoms 1 to 8:
1. C -0.7301
2. S -0.6718
3. H 0.1725
4. H 0.1787
5. H 0.1786
6. C -0.6081
7. C 0.1867
8. O -0.7416

***

No. 2
A structure of composition C5H4O2 in a non-equilibrium geometry, computed with wB97M-V/def2-TZVPD.

The calculation puts the molecular weight at 96.08 g mol⁻¹. As for the frontier orbital gap: 8.3 eV. Its calculated total energy is -343.31213 hartree. The value obtained for the LUMO energy is -0.62 eV. As for the HOMO energy: -8.92 eV. The value obtained for the energy above the lowest of the compared OMol25 structures with the same formula, charge and spin is 2.183 eV.

Structure (ORCA input):
```
! wB97M-V def2-TZVPD RIJCOSX def2/J DEFGRID3
* xyz 0 1
O 0.459 -2.406 1.028
C 0.211 -1.341 0.570
C 0.849 -0.304 -0.945
C -0.182 0.730 -0.897
C -0.781 0.992 0.284
C -0.576 -0.025 1.301
O -0.850 -0.064 2.471
H 1.767 -0.089 -0.414
H 1.149 -0.491 -1.999
H -0.551 1.197 -1.812
H -1.494 1.801 0.413
*
```

natural (NBO) population analysis, charges in e, atoms 1 to 8:
1. O -0.4563
2. C 0.5834
3. C -0.5738
4. C -0.0848
5. C -0.3667
6. C 0.4572
7. O -0.4844
8. H 0.2347